Molecular formula: C28H24N2O2PRbS2
Method: DFT, ωB97M-V/def2-TZVPD

Molecular weight = 601.1 g mol⁻¹
Energy above the lowest of the compared OMol25 structures with the same formula, charge and spin = 71.75 kJ/mol
Highest occupied orbital energy = -1.983 eV
Charge = -2
Frontier orbital gap = 6.00 eV

Structure (XYZ):
```
60
C28H24N2O2PRbS2, DFT ωB97M-V/def2-TZVPD
Rb -0.662 1.336 -0.954
O -3.109 1.039 -1.600
C -4.251 1.027 -1.094
C -5.160 -0.061 -1.338
C -6.449 -0.068 -0.894
C -6.966 1.016 -0.175
C -6.130 2.064 0.124
C -4.787 2.087 -0.264
C -3.996 3.185 0.192
N -2.727 3.233 0.257
C -2.124 4.434 0.735
C -1.203 5.067 -0.325
N 0.015 4.342 -0.474
C 1.114 4.982 -0.452
C 2.427 4.432 -0.570
C 3.519 5.287 -0.382
C 4.818 4.843 -0.409
C 5.061 3.476 -0.598
C 4.029 2.606 -0.788
C 2.652 3.026 -0.847
O 1.744 2.218 -1.125
H -4.766 -0.898 -1.900
H -7.093 -0.920 -1.095
H -7.999 1.018 0.146
H -6.514 2.897 0.709
H -4.590 4.050 0.570
H -1.514 4.205 1.618
H -2.897 5.184 1.020
H -1.019 6.129 -0.045
H -1.742 5.050 -1.280
H 1.098 6.089 -0.318
H 3.326 6.342 -0.195
H 5.644 5.531 -0.267
H 6.085 3.116 -0.576
H 4.212 1.546 -0.911
S 0.370 -4.248 -2.484
P 0.817 -3.410 -0.758
S 0.485 -1.512 -0.363
C 0.043 -4.443 0.554
C 0.317 -5.801 0.611
C -0.315 -6.595 1.547
C -1.232 -6.037 2.426
C -1.511 -4.680 2.367
C -0.874 -3.886 1.431
C 2.603 -3.654 -0.376
C 3.090 -3.243 0.857
C 4.446 -3.296 1.115
C 5.322 -3.745 0.138
C 4.840 -4.146 -1.095
C 3.480 -4.102 -1.351
H 1.013 -6.230 -0.097
H -0.097 -7.656 1.591
H -1.741 -6.667 3.146
H -2.227 -4.242 3.051
H -1.077 -2.825 1.361
H 2.402 -2.852 1.593
H 4.822 -2.978 2.077
H 6.386 -3.763 0.337
H 5.523 -4.493 -1.860
H 3.075 -4.399 -2.310
```

natural (NBO) population analysis, charges in e, atoms 1 to 2: 0.95 -0.76

Molecular formula: C28H24N7S4SbTi
Method: DFT, ωB97M-V/def2-TZVPD

Molecular weight = 756.4 g mol⁻¹
Energy above the lowest of the compared OMol25 structures with the same formula, charge and spin = 171.91 kJ/mol
Highest occupied orbital energy = -7.647 eV
Frontier orbital gap = 5.88 eV

Structure (XYZ):
```
65
C28H24N7S4SbTi, DFT ωB97M-V/def2-TZVPD
Ti -0.684 0.859 -0.331
C -2.810 -2.853 -0.215
C -2.521 -1.530 -0.074
N -1.394 -0.942 -0.531
C -0.397 -1.828 -1.139
C -0.862 -3.260 -1.298
N -1.963 -3.711 -0.864
C 0.853 -1.670 -0.300
C 1.905 -2.551 -0.124
C 2.995 -2.150 0.659
C 3.006 -0.858 1.182
C 1.924 -0.023 0.930
N 0.872 -0.453 0.228
C 1.744 1.379 1.296
C 2.755 2.206 1.730
N 2.522 3.521 2.005
C 1.347 3.979 1.794
C 0.235 3.186 1.196
N 0.470 1.796 1.080
C 4.115 -3.076 0.892
C 3.887 -4.421 1.178
C 4.980 -5.256 1.361
N 6.233 -4.848 1.273
C 6.451 -3.573 1.009
C 5.438 -2.645 0.816
H -3.738 -3.282 0.128
H -3.231 -0.876 0.425
H -0.207 -3.920 -1.845
H 1.897 -3.519 -0.595
H 3.826 -0.520 1.794
H 3.763 1.858 1.889
H 1.154 5.018 2.018
H -0.731 3.414 1.667
H 2.883 -4.805 1.270
H 4.846 -6.305 1.583
H 7.490 -3.280 0.943
H 5.676 -1.619 0.579
C -3.207 0.492 -2.352
N -2.331 1.583 -1.894
C -1.834 2.254 -3.101
C -3.170 2.533 -1.136
C -3.299 2.107 0.305
C -4.394 2.504 1.066
C -4.463 2.174 2.407
C -3.448 1.428 2.986
C -2.367 1.018 2.218
C -2.261 1.355 0.869
H -3.912 0.866 -3.108
H -3.782 0.090 -1.519
H -2.623 -0.312 -2.808
H -2.662 2.702 -3.662
H -1.333 1.533 -3.749
H -1.128 3.047 -2.850
H -4.159 2.627 -1.610
H -2.700 3.525 -1.163
H -5.184 3.078 0.605
H -5.306 2.497 2.999
H -3.495 1.178 4.036
H -1.581 0.420 2.682
S 1.677 4.042 -3.641
Sb 1.976 2.996 -1.679
S 0.625 0.350 -2.500
S -0.112 3.794 -0.591
S -0.245 -2.084 -3.899
C -0.010 -1.242 -2.521
```

natural (NBO) population analysis, charges in e, atoms 1 to 2: 1.72 -0.15

- What is the frontier orbital gap in the first record?
  6.00 eV

- The highest frontier orbital gap belongs to which entry?
  C28H24N2O2PRbS2

Repeat the second record exactly.
Molecular formula: C28H24N7S4SbTi
Method: DFT, ωB97M-V/def2-TZVPD

Molecular weight = 756.4 g mol⁻¹
Energy above the lowest of the compared OMol25 structures with the same formula, charge and spin = 171.91 kJ/mol
Highest occupied orbital energy = -7.647 eV
Frontier orbital gap = 5.88 eV

Structure (XYZ):
```
65
C28H24N7S4SbTi, DFT ωB97M-V/def2-TZVPD
Ti -0.684 0.859 -0.331
C -2.810 -2.853 -0.215
C -2.521 -1.530 -0.074
N -1.394 -0.942 -0.531
C -0.397 -1.828 -1.139
C -0.862 -3.260 -1.298
N -1.963 -3.711 -0.864
C 0.853 -1.670 -0.300
C 1.905 -2.551 -0.124
C 2.995 -2.150 0.659
C 3.006 -0.858 1.182
C 1.924 -0.023 0.930
N 0.872 -0.453 0.228
C 1.744 1.379 1.296
C 2.755 2.206 1.730
N 2.522 3.521 2.005
C 1.347 3.979 1.794
C 0.235 3.186 1.196
N 0.470 1.796 1.080
C 4.115 -3.076 0.892
C 3.887 -4.421 1.178
C 4.980 -5.256 1.361
N 6.233 -4.848 1.273
C 6.451 -3.573 1.009
C 5.438 -2.645 0.816
H -3.738 -3.282 0.128
H -3.231 -0.876 0.425
H -0.207 -3.920 -1.845
H 1.897 -3.519 -0.595
H 3.826 -0.520 1.794
H 3.763 1.858 1.889
H 1.154 5.018 2.018
H -0.731 3.414 1.667
H 2.883 -4.805 1.270
H 4.846 -6.305 1.583
H 7.490 -3.280 0.943
H 5.676 -1.619 0.579
C -3.207 0.492 -2.352
N -2.331 1.583 -1.894
C -1.834 2.254 -3.101
C -3.170 2.533 -1.136
C -3.299 2.107 0.305
C -4.394 2.504 1.066
C -4.463 2.174 2.407
C -3.448 1.428 2.986
C -2.367 1.018 2.218
C -2.261 1.355 0.869
H -3.912 0.866 -3.108
H -3.782 0.090 -1.519
H -2.623 -0.312 -2.808
H -2.662 2.702 -3.662
H -1.333 1.533 -3.749
H -1.128 3.047 -2.850
H -4.159 2.627 -1.610
H -2.700 3.525 -1.163
H -5.184 3.078 0.605
H -5.306 2.497 2.999
H -3.495 1.178 4.036
H -1.581 0.420 2.682
S 1.677 4.042 -3.641
Sb 1.976 2.996 -1.679
S 0.625 0.350 -2.500
S -0.112 3.794 -0.591
S -0.245 -2.084 -3.899
C -0.010 -1.242 -2.521
```

natural (NBO) population analysis, charges in e, atoms 1 to 2: 1.72 -0.15

- Among the records above, which one has the lowest frontier orbital gap?
  C28H24N7S4SbTi